Molecular formula: C22H32Cl14INO2S
Method: DFT, ωB97M-V/def2-TZVPD

The geometry in XYZ format:
```
73
Properties=species:S:1:pos:R:3:forces:R:3
O 4.122816 -0.715683 0.297237 -0.26 0.11 0.19
C 2.996057 -0.696453 0.681377 -1.90 0.81 0.34
N 2.295726 -1.890023 1.181295 0.04 -0.38 0.68
C 0.845631 -1.709527 1.196431 0.00 2.19 -0.27
O 0.002315 -2.564600 1.221089 1.06 0.48 0.10
C 0.669664 -0.166587 1.167931 0.34 2.18 -0.65
C -0.491140 0.675310 1.371420 1.06 0.48 -0.42
I -2.361946 -0.271658 1.834707 1.44 0.78 -0.24
C -0.392055 2.131983 1.252408 2.39 -1.50 -0.69
C 0.906289 2.712169 0.893719 -0.19 -1.67 0.11
C 2.109342 1.890058 0.674513 -1.66 -0.90 1.56
S 3.692578 2.644669 0.194036 -0.28 0.18 -0.50
C 1.963140 0.456280 0.825488 -1.31 0.47 0.19
H 2.495732 -1.797294 2.193232 0.35 -0.98 -0.30
H -1.274381 2.790868 1.390246 0.75 -0.67 -0.05
H 0.963910 3.821458 0.775834 0.33 -1.64 0.02
H 4.517900 2.804477 1.278466 -1.09 -0.51 0.04
Cl -3.775531 -1.689869 -4.211331 -0.05 0.03 -0.05
C -2.186003 -1.825195 -3.417356 0.22 -0.04 0.07
C -2.179740 -1.190930 -2.046081 0.07 -0.22 0.09
Cl -2.333451 0.583299 -2.124259 -0.04 0.08 -0.03
H -1.442235 -1.371781 -4.071806 -0.11 0.05 0.04
H -1.962964 -2.889200 -3.334508 -0.06 0.06 0.07
H -1.235415 -1.405704 -1.543588 -0.02 0.03 -0.07
H -2.989252 -1.572611 -1.424542 0.01 0.09 -0.07
Cl 0.031056 5.626317 1.373829 -0.28 0.68 0.22
C 0.473370 7.328104 1.668569 -0.04 0.31 -0.01
C 1.964268 7.506126 1.842161 0.02 0.07 -0.14
Cl 2.558385 6.770084 3.350734 0.00 -0.05 -0.01
H -0.076144 7.672694 2.543772 0.08 -0.12 -0.01
H 0.130050 7.898331 0.804886 0.08 -0.06 0.00
H 2.204983 8.568473 1.890675 -0.09 -0.04 0.03
H 2.517944 7.068916 1.011630 -0.07 -0.06 0.09
Cl 1.060925 -3.838205 4.939373 0.03 0.05 0.00
C 0.702835 -5.072554 3.702300 -0.07 -0.08 -0.29
C -0.325597 -6.073668 4.174621 -0.06 0.06 -0.15
Cl 0.297961 -7.120778 5.474695 -0.01 0.00 0.06
H 1.639317 -5.558322 3.430391 -0.05 0.01 0.14
H 0.327709 -4.541612 2.825993 -0.05 -0.02 0.08
H -0.608915 -6.727439 3.349344 0.08 0.06 0.01
H -1.224544 -5.579090 4.541296 0.12 0.00 0.04
Cl -3.658343 -4.767359 1.844952 0.06 0.04 -0.01
C -4.404016 -4.119539 3.327463 -0.03 0.00 0.16
C -5.542383 -3.170494 3.027812 -0.08 -0.24 0.20
Cl -4.973618 -1.653866 2.284166 -0.69 -0.21 -0.01
H -3.623313 -3.634468 3.913243 -0.04 0.03 -0.12
H -4.775198 -4.973839 3.894469 -0.06 0.06 -0.06
H -6.050111 -2.898957 3.953753 0.11 0.01 -0.02
H -6.274301 -3.620807 2.358320 0.14 0.06 -0.05
Cl 9.445603 -1.836341 -0.377979 0.05 -0.03 -0.01
C 7.686279 -1.969487 -0.635434 -0.19 0.07 -0.05
C 6.985768 -2.628407 0.529429 -0.18 0.15 -0.01
Cl 7.401182 -4.355709 0.677480 0.06 -0.04 0.02
H 7.521706 -2.517528 -1.562418 0.07 -0.04 0.11
H 7.308294 -0.955244 -0.766876 -0.02 -0.06 0.10
H 5.906336 -2.572573 0.389240 0.08 0.03 -0.07
H 7.231948 -2.139856 1.471605 0.08 -0.07 -0.08
Cl 2.243041 4.444907 -2.848360 0.01 -0.02 0.05
C 1.928278 3.177827 -4.061002 0.00 -0.06 -0.17
C 0.948196 2.142377 -3.560556 -0.15 0.03 -0.21
Cl 1.630868 1.148122 -2.249627 -0.09 -0.02 -0.27
H 2.881897 2.727122 -4.334002 -0.05 0.02 0.13
H 1.521981 3.676279 -4.941689 -0.06 -0.04 0.08
H 0.683757 1.461572 -4.370555 0.07 0.05 0.01
H 0.032148 2.603639 -3.192168 0.11 -0.03 0.07
Cl -7.603517 1.466595 -6.184902 -0.02 0.04 -0.02
C -6.014170 1.317836 -5.391899 0.15 -0.09 0.05
C -5.999092 1.944163 -4.016701 0.10 -0.21 0.08
Cl -6.138363 3.719521 -4.082771 -0.03 0.04 0.00
H -5.268180 1.769250 -6.045020 -0.11 0.05 0.05
H -5.798515 0.252220 -5.314284 -0.03 0.07 0.08
H -5.054723 1.717979 -3.519640 -0.01 -0.02 -0.10
H -6.810028 1.564232 -3.396279 -0.01 0.08 -0.11
```
Forces are in eV/Å.

The calculated total energy comes out at -223168.24416 eV. For the HOMO energy, the calculation gives -9.21 eV. The value obtained for the strongest force on any atom is 2.91 eV/Å. The net charge is 0.

In elementary charge units, the Löwdin charges are:
1 O 0.1226
2 C -0.3732
3 N 0.1215
4 C -0.3859
5 O 0.0682
6 C -0.1272
7 C -0.5709
8 I 0.9267
9 C -0.0919
10 C -0.1035
11 C -0.5561
12 S 0.7216
13 C -0.1331
14 H 0.1535
15 H 0.0943
16 H -0.0231
17 H -0.1195
18 Cl 0.5544
19 C -0.6503
20 C -0.6607
21 Cl 0.5398
22 H 0.0667
23 H 0.0765
24 H 0.0647
25 H 0.0615
26 Cl 0.6413
27 C -0.6271
28 C -0.6585
29 Cl 0.5433
30 H 0.0710
31 H 0.0754
32 H 0.0737
33 H 0.0702
34 Cl 0.5279
35 C -0.6581
36 C -0.6712
37 Cl 0.5386
38 H 0.0729
39 H 0.0488
40 H 0.0726
41 H 0.0579
42 Cl 0.5421
43 C -0.6590
44 C -0.6313
45 Cl 0.4176
46 H 0.0693
47 H 0.0747
48 H 0.0767
49 H 0.0728
50 Cl 0.5280
51 C -0.6655
52 C -0.6733
53 Cl 0.5310
54 H 0.0688
55 H 0.0705
56 H 0.0491
57 H 0.0701
58 Cl 0.5394
59 C -0.6519
60 C -0.6428
61 Cl 0.6351
62 H 0.0710
63 H 0.0733
64 H 0.0719
65 H 0.0596
66 Cl 0.5340
67 C -0.6739
68 C -0.6672
69 Cl 0.5316
70 H 0.0698
71 H 0.0371
72 H 0.0458
73 H 0.0706